Formula: C6H10O
Source: OMol25
Level of theory: wB97M-V/def2-TZVPD

The calculation puts the LUMO energy at 1.140 eV. The relative energy (zero: lowest compared OMol25 entry of this formula, charge and spin) is 62.8 kJ/mol. Its SMILES is C[C@H]1OC[C@H]2C[C@H]21. For the total energy, the calculation gives -309.81846 a.u. As for the total charge: 0. The HOMO energy comes out at -9.644 eV. Its frontier orbital gap is 10.784 eV.

```
17
Properties=species:S:1:pos:R:3:lowdin_charge:R:1
C -2.168 -0.486 0.164 -0.030
C -0.843 -0.068 -0.449 -0.376
O -0.542 1.250 -0.017 -0.104
C 0.819 1.507 -0.326 -0.166
C 1.521 0.163 -0.254 -0.217
C 1.293 -0.599 1.014 -0.061
C 0.430 -0.871 -0.193 -0.181
H -2.922 0.284 -0.035 0.082
H -2.094 -0.618 1.248 0.083
H -2.519 -1.422 -0.283 0.080
H -0.939 -0.086 -1.551 0.149
H 0.919 1.948 -1.330 0.122
H 1.187 2.226 0.415 0.127
H 2.423 0.008 -0.838 0.136
H 0.872 -0.084 1.874 0.113
H 2.065 -1.324 1.265 0.103
H 0.496 -1.827 -0.704 0.140
```